Entry 1:
# C5H8O

One molecule with the formula C5H8O in a non-equilibrium geometry (ωB97M-V/def2-TZVPD, the OMol25 dataset).

Last column: Mulliken charge in e.
Cartesian coordinates (Å):
C -1.4026 1.5095 0.8582  -0.82
C -1.0187 0.6241 -0.0553  -0.08
C -0.6143 -0.7366 0.3475  -0.61
C 0.8699 -0.8139 0.2671  0.82
C 1.5874 -0.5048 -0.9738  -1.18
O 1.5122 -1.1728 1.2430  -0.57
H -1.5586 1.3341 1.9171  0.26
H -1.6599 2.5096 0.5262  0.25
H -1.0172 0.9007 -1.1048  0.37
H -0.9058 -0.9746 1.3729  0.30
H -1.0543 -1.4816 -0.3256  0.30
H 2.6428 -0.7663 -1.0499  0.34
H 1.0606 -0.9916 -1.8064  0.33
H 1.5585 0.5643 -1.2162  0.30

Forces on atoms 1 to 6 (eV/Å):
-0.369 0.729 -0.685
-0.866 0.691 0.844
-0.301 -0.532 -0.391
1.778 -1.255 1.976
-0.033 0.665 -2.184
-0.487 0.229 -0.272

Properties
Largest force on an atom   2.9 eV/A
SMILES string   C=CCC(C)=O
HOMO   -9.37 eV
Multiplicity   1
Electronic energy   -270.5194 Eh
Energy above the lowest of the compared OMol25 structures with the same formula, charge and spin   100.9 kJ/mol

---

Entry 2:
# C5H8O

C5H8O as an isolated structure in a non-equilibrium geometry (ωB97M-V/def2-TZVPD, the OMol25 dataset).

Last column: Mulliken charge in e.
Cartesian coordinates (Å):
C -0.9322 0.4868 0.9300  -0.53
C -0.3667 -0.3662 -1.0002  -0.05
C 0.7221 0.5748 -0.7042  -0.62
C 0.5367 0.1238 0.6530  -0.44
C 0.3245 -1.1936 0.0488  -0.44
H -1.1289 1.5016 0.7603  0.40
H -1.4263 0.1291 1.9219  0.25
H -0.9358 -0.3390 -2.1725  0.25
H 1.6907 0.3750 -1.2836  0.30
H 0.9429 1.7538 -0.8905  0.24
H 0.9582 0.4000 1.5515  0.50
H 1.4253 -1.6657 -0.2323  0.21
H -0.2659 -1.7609 0.6711  0.33
O -1.5446 -0.0196 -0.2533  -0.41

Forces on atoms 1 to 6 (eV/Å):
-1.243 -0.474 0.547
-4.216 0.386 -4.960
4.408 6.850 -3.235
-1.639 0.817 2.032
4.611 -3.762 -1.020
0.160 2.034 0.987

Properties
Largest force on an atom   8.8 eV/A
HOMO   -9.45 eV
Multiplicity   1
Electronic energy   -270.3782 Eh
Energy above the lowest of the compared OMol25 structures with the same formula, charge and spin   471.7 kJ/mol

---

Entry 3:
# C5H8O

One molecule with the formula C5H8O (ωB97M-V/def2-TZVPD, the OMol25 dataset).

Last column: Mulliken charge in e.
Cartesian coordinates (Å):
C -1.6296 -0.6750 -1.5000  -1.12
C -0.4208 0.0552 -1.0494  0.17
C 0.8418 -0.2690 -0.7541  -0.70
C 1.3723 0.8073 -0.1284  0.17
O 1.3384 1.0029 1.1760  -0.32
C 0.8964 -0.1032 1.9716  -0.66
H -2.3221 -0.6673 -0.6474  0.25
H -2.1044 -0.0923 -2.2960  0.31
H -1.4683 -1.7021 -1.8212  0.33
H -0.6953 1.0954 -0.8194  0.24
H 1.7740 1.6702 -0.6547  0.44
H 1.5267 -0.9607 1.7275  0.37
H 1.0379 0.2135 3.0023  0.25
H -0.1471 -0.3748 1.7932  0.28

Forces on atoms 1 to 6 (eV/Å):
-0.133 -0.234 -0.153
-0.442 0.302 0.029
-0.508 0.562 0.148
0.738 -0.061 0.211
0.387 0.078 -0.206
-0.015 -0.227 0.247

Properties
Largest force on an atom   0.8 eV/A
SMILES string   CC=C=COC
HOMO (alpha / beta)   -8.48 / -8.48 eV
Multiplicity   1
Electronic energy   -270.4090 Eh
Energy above the lowest of the compared OMol25 structures with the same formula, charge and spin   390.8 kJ/mol